Computed, not measured: C49H41BrN3O6Ti as an isolated structure, with the ωB97M-V functional and the def2-TZVPD basis.

Calculated values
* gap between HOMO and LUMO (alpha / beta): 6.22 / 6.22 eV
* total charge: -1
* 2S+1: 1
* E_LUMO (alpha / beta): 0.0857 / 0.0857 Ha
* ΔE to the lowest compared entry with this formula, charge and spin: 0.00 kcal/mol

Last column: Mulliken charge in e.
Cartesian coordinates (Å):
Br 5.953 -1.385 5.840  -0.228
Ti 0.401 -0.274 0.188  -0.462
O 3.551 -2.423 1.072  -0.719
O -2.905 -3.917 1.194  -0.395
O 2.182 -0.709 0.663  -0.274
O -0.501 -1.770 -0.433  0.464
O -3.102 -2.614 3.039  -0.392
O -0.536 -0.373 1.815  1.204
N 0.339 1.771 0.393  0.684
N 1.001 1.801 -1.818  -1.369
N 0.725 0.458 -1.636  1.516
C 3.570 -0.559 2.553  0.277
C -2.609 2.012 5.483  -0.715
C -0.726 -5.985 -2.792  -0.688
C 1.153 3.844 -0.581  -0.749
C -1.207 -1.084 2.808  2.179
C 0.156 -3.293 5.611  -1.017
C -4.996 -0.139 -1.901  -0.829
C -1.765 -0.034 3.777  -0.344
C -4.794 -4.253 2.586  -1.918
C 0.959 -1.583 -2.935  -0.408
C -0.119 -0.337 -5.158  -0.596
C -1.689 -2.508 -0.396  1.787
C -0.837 0.733 4.483  -0.001
C 0.270 3.804 1.655  -0.818
C -1.882 -2.930 1.083  -0.732
C 0.823 2.454 -0.708  0.167
C 0.764 -2.686 2.985  0.021
C 4.790 -0.529 4.605  -0.010
C -0.317 -2.057 3.586  0.556
C 4.317 0.741 4.897  -0.345
C -5.237 -1.368 -1.300  -1.227
C -1.878 -5.269 -3.070  -0.920
C -0.616 -2.380 4.909  -0.285
C 3.465 1.361 3.997  -0.672
C 0.033 2.475 1.521  -0.795
C -4.184 -2.135 -0.824  0.218
C 1.246 -3.903 5.002  -0.886
C -2.478 -4.917 3.352  -1.388
C -2.866 -1.686 -0.930  -0.312
C 0.087 -5.585 -1.738  -0.877
C -1.420 -3.763 -1.240  0.294
C -0.257 -4.484 -0.973  -0.115
C -3.117 0.230 3.943  -0.841
C -2.338 -1.866 2.092  -1.216
C -2.222 -4.163 -2.299  -0.686
C 1.546 -3.599 3.684  -0.483
C 0.074 0.384 -3.990  -0.169
C -1.252 1.748 5.326  -0.625
C -3.536 1.251 4.792  -0.868
C 3.118 -1.317 1.333  -0.011
C 3.089 0.717 2.827  -0.213
C 4.429 -1.187 3.446  -0.768
C 0.202 -1.687 -5.221  -0.655
C 0.745 -2.302 -4.100  -0.461
C 0.879 4.500 0.567  -0.470
C -3.314 -3.936 2.545  1.414
C 0.600 -0.236 -2.853  -0.142
C -2.635 -0.466 -1.553  -0.675
C -3.690 0.303 -2.031  -1.072
H -3.115 -3.603 -2.543  0.524
H -0.183 1.434 -3.940  0.464
H -0.538 0.163 -6.025  0.362
H -3.854 -0.367 3.423  0.416
H 1.618 4.318 -1.435  0.488
H 1.010 -3.353 -4.124  0.368
H -0.935 -3.365 1.401  0.148
H -1.462 -1.910 5.393  0.518
H -5.339 -3.503 2.012  0.436
H -0.454 -6.840 -3.398  0.368
H 1.125 5.551 0.670  0.386
H -0.411 1.887 2.310  0.618
H 1.857 -4.607 5.554  0.425
H 2.417 1.202 2.132  0.678
H 0.003 4.311 2.571  0.508
H -3.476 1.251 -2.508  0.478
H -4.595 1.448 4.908  0.422
H -2.631 -5.933 2.985  0.410
H -6.251 -1.736 -1.202  0.430
H -2.985 -1.135 1.598  1.885
H -0.094 -3.525 6.639  0.454
H -2.937 2.808 6.141  0.382
H 1.400 -2.073 -2.079  0.201
H 3.084 2.352 4.207  0.487
H -2.512 -5.558 -3.899  0.421
H 1.001 -6.124 -1.518  0.436
H 4.786 -2.182 3.218  0.527
H 0.999 -2.492 1.950  -0.681
H -2.763 -4.868 4.404  0.352
H -0.517 2.337 5.861  0.444
H 2.392 -4.053 3.182  0.491
H -1.624 -0.103 -1.677  0.812
H -4.978 -5.240 2.158  0.376
H 0.220 0.527 4.354  0.327
H -1.420 -4.661 3.278  0.057
H -5.818 0.461 -2.270  0.388
H 4.610 1.230 5.816  0.416
H 0.037 -2.249 -6.132  0.374
H 0.408 -4.159 -0.181  0.244
H -5.151 -4.245 3.616  0.385
H -4.385 -3.096 -0.374  0.833

---

Computed, not measured: a 9-piece molecular cluster, C49H41Cl3N8O16 overall at a distorted geometry, with the ωB97M-V functional and the def2-TZVPD basis.

Calculated values
* gap between HOMO and LUMO: 8.38 eV
* 2S+1: 1
* E_LUMO: -0.0398 Ha
* SMILES: O=[N+]([O-])c1ccccc1.O=[N+]([O-])c1ccccc1.O=[N+]([O-])c1ccccc1.O=[N+]([O-])c1ccccc1.O=[N+]([O-])c1ccccc1.O=[N+]([O-])c1ccccc1.O=[N+]([O-])c1ccccc1.O=[N+]([O-])c1ccccc1.ClC(Cl)Cl
* ΔE to the lowest compared entry with this formula, charge and spin: 0.00 kcal/mol

Last column: Mulliken charge in e.
Cartesian coordinates (Å):
Cl -4.787 1.444 1.713  -0.071
Cl -5.880 -1.110 2.045  -0.092
Cl -4.578 -0.359 -0.484  -0.057
O -1.113 3.505 -1.420  -0.659
O -0.851 1.108 -7.917  -0.629
O -0.770 -3.652 -2.852  -0.456
O 0.785 -3.577 0.159  -0.611
O -4.491 -4.468 5.541  -0.608
O 1.762 -0.674 -3.086  -0.369
O 4.227 -4.854 1.853  -0.626
O -1.298 -4.857 -4.607  -0.605
O 5.044 -4.150 -0.022  -0.657
O -0.228 3.146 3.416  -0.537
O -1.262 3.025 -6.981  -0.636
O -0.275 -3.947 2.054  -0.670
O 1.488 1.356 -2.447  -0.172
O -0.152 4.089 -3.309  -0.710
O -2.291 3.716 3.368  -0.610
O -4.129 -2.998 4.046  -0.570
N 1.805 0.518 -3.299  0.755
N -1.167 1.821 -6.970  1.190
N 0.088 -3.227 1.136  1.185
N -0.242 3.919 -2.088  1.340
N 4.387 -4.061 1.000  1.100
N -1.260 3.421 3.974  1.099
N -4.137 -3.378 5.190  1.056
N -0.535 -4.366 -3.821  0.897
C -0.411 2.801 7.544  -0.572
C 2.304 4.200 0.583  -0.349
C -1.419 -0.977 -4.562  -0.378
C 3.601 -4.782 -4.404  -0.521
C -3.560 -2.859 7.599  -0.747
C 2.744 -0.178 1.503  -0.579
C 1.754 -4.573 -2.895  -0.168
C 3.107 -4.601 -3.072  -0.178
C -2.664 0.945 -3.708  -0.242
C 2.662 -1.135 2.545  -0.405
C -3.024 -1.300 5.831  -0.064
C 3.206 5.100 -1.474  -0.539
C 2.368 1.560 -7.368  -0.518
C -5.563 0.175 0.886  -0.224
C 2.050 4.821 -2.108  -0.430
C 1.771 2.268 -5.144  -0.140
C 1.971 2.551 -6.457  -0.761
C -2.218 -0.351 -3.590  -0.274
C 2.548 0.271 -6.921  -0.564
C 3.351 -0.539 0.264  -0.374
C 3.885 -1.846 0.115  -0.189
C 3.156 -2.409 2.369  -0.746
C 3.713 -2.727 1.189  0.101
C -2.399 -0.738 8.094  -0.394
C -0.119 -1.048 0.037  0.026
C 1.972 0.958 -4.692  0.085
C -2.386 -0.430 6.743  0.145
C -1.536 3.347 8.247  -0.484
C -0.324 2.814 6.164  -0.095
C -1.019 -0.238 -5.670  -0.368
C 1.068 3.906 -0.060  0.100
C -3.038 -1.926 8.504  -0.431
C -2.493 3.901 6.140  -0.324
C 2.269 -0.049 -5.580  -0.671
C -1.355 3.361 5.460  -0.112
C 0.919 -4.536 -4.017  0.347
C 3.338 4.836 -0.119  -0.663
C -1.187 -1.364 2.163  -0.348
C -0.430 -1.833 1.102  -0.276
C -2.386 1.663 -4.847  -0.604
C 2.784 -4.829 -5.549  -0.619
C 0.996 4.282 -1.354  -0.035
C -2.620 3.901 7.530  -0.652
C -1.729 -0.091 2.095  -0.661
C -3.559 -2.466 6.231  -0.075
C -0.656 0.220 -0.001  0.025
C 1.404 -4.647 -5.358  -0.728
C -1.488 0.703 0.986  -1.147
C -1.565 1.094 -5.780  -0.183
H 2.132 -0.885 3.498  0.315
H -0.982 -1.908 -4.345  0.078
H 3.272 -3.041 3.226  0.503
H 4.115 5.537 -1.951  0.333
H -1.986 0.493 6.323  0.247
H -2.758 2.701 -4.958  0.345
H 4.665 -4.785 -4.667  0.336
H 1.928 3.532 -6.846  0.499
H -3.081 -1.001 4.753  0.294
H 3.432 0.206 -0.545  0.357
H 2.335 0.796 1.627  0.675
H -3.500 4.209 7.938  0.542
H 3.796 -4.694 -2.194  0.371
H 0.401 2.435 8.138  0.405
H 2.518 3.868 1.602  0.395
H -2.418 -1.012 -2.757  0.386
H 1.372 2.961 -4.465  0.426
H -2.927 -2.230 9.546  0.312
H -3.199 1.368 -2.907  0.461
H -1.884 -0.005 8.742  0.349
H 1.310 -4.487 -1.894  0.366
H 0.450 -1.523 -0.773  0.507
H -1.501 3.253 9.314  0.449
H 2.194 -1.051 -5.169  0.732
H -1.376 -2.036 3.058  0.442
H -6.483 0.561 0.453  0.432
H 2.941 -0.528 -7.536  0.419
H 0.809 -4.728 -6.242  0.511
H 4.204 5.025 0.500  0.390
H -3.299 4.379 5.564  0.384
H 3.168 -5.031 -6.526  0.456
H -0.499 0.846 -0.897  0.370
H -0.356 -0.524 -6.427  0.855
H 4.544 -2.043 -0.712  0.526
H -2.476 0.193 2.825  0.476
H 0.151 3.458 0.434  0.366
H 1.913 4.985 -3.191  0.447
H 2.563 1.725 -8.445  0.365
H -2.023 1.668 0.979  0.601
H -3.960 -3.798 7.912  0.503
H 0.559 2.514 5.628  0.503

---

Question: What is the ΔE to the lowest compared entry with this formula, charge and spin in the second record?
Answer: 0.00 kcal/mol